Formula: C54H135N9O18
Source: the OMol25 dataset
Level of theory: ωB97M-V/def2-TZVPD

Geometry as XYZ:
```
216
Properties=species:S:1:pos:R:3
C -24.146 10.655 -28.760
O -23.193 9.620 -28.753
C -22.751 9.411 -27.419
C -21.840 8.173 -27.479
N -21.024 7.975 -26.308
C -20.103 9.055 -25.963
C -19.133 8.613 -24.887
O -18.174 7.699 -25.391
C -17.102 8.319 -26.077
H -23.694 11.616 -28.474
H -24.984 10.502 -28.072
H -24.538 10.819 -29.763
H -23.600 9.246 -26.749
H -22.197 10.324 -27.164
H -21.291 8.259 -28.426
H -22.494 7.305 -27.590
H -20.365 7.225 -26.516
H -20.666 9.921 -25.600
H -19.543 9.382 -26.854
H -19.673 8.148 -24.061
H -18.635 9.509 -24.500
H -16.276 7.613 -26.157
H -16.652 9.106 -25.452
H -17.414 8.802 -27.004
C -27.492 6.752 -28.796
O -26.366 7.405 -29.347
C -25.781 6.713 -30.435
C -24.342 7.140 -30.666
N -24.209 8.170 -31.700
C -22.831 8.619 -31.906
C -22.738 9.608 -33.066
O -23.126 10.875 -32.590
C -23.016 11.855 -33.605
H -28.308 6.714 -29.520
H -27.783 7.279 -27.890
H -27.201 5.742 -28.486
H -26.310 6.843 -31.383
H -25.778 5.658 -30.138
H -23.787 6.260 -31.011
H -23.764 7.450 -29.786
H -24.683 8.979 -31.305
H -22.078 7.835 -31.986
H -22.581 9.199 -31.006
H -23.398 9.295 -33.884
H -21.698 9.577 -33.416
H -23.763 11.644 -34.381
H -22.030 11.889 -34.073
H -23.266 12.813 -33.151
C -20.907 3.995 -27.137
O -20.268 4.951 -26.334
C -20.047 4.477 -25.019
C -21.253 4.632 -24.095
N -21.543 6.060 -23.931
C -22.835 6.277 -23.292
C -23.051 7.784 -23.158
O -24.358 8.160 -22.757
C -24.707 7.884 -21.420
H -21.271 4.457 -28.061
H -21.869 3.608 -26.770
H -20.274 3.136 -27.370
H -19.199 5.048 -24.639
H -19.744 3.423 -24.987
H -21.055 4.276 -23.081
H -22.083 4.038 -24.509
H -21.571 6.521 -24.841
H -22.843 5.918 -22.259
H -23.609 5.761 -23.874
H -22.793 8.302 -24.085
H -22.332 8.175 -22.428
H -25.794 7.758 -21.402
H -24.521 8.787 -20.827
H -24.294 6.959 -21.015
C -24.538 5.513 -26.983
O -25.763 5.465 -26.293
C -25.985 6.611 -25.505
C -26.593 6.251 -24.132
N -27.549 5.146 -24.209
C -28.806 5.559 -24.822
C -29.667 4.359 -25.176
O -29.071 3.564 -26.185
C -29.339 4.006 -27.491
H -24.399 4.608 -27.572
H -23.642 5.639 -26.364
H -24.557 6.353 -27.689
H -26.558 7.378 -26.036
H -25.059 7.162 -25.294
H -27.077 7.117 -23.681
H -25.825 5.935 -23.427
H -27.204 4.457 -24.876
H -28.633 6.161 -25.730
H -29.394 6.227 -24.182
H -30.693 4.641 -25.438
H -29.822 3.757 -24.278
H -28.462 3.854 -28.123
H -29.656 5.044 -27.631
H -30.138 3.380 -27.908
C -8.239 16.169 -22.480
O -9.281 15.199 -22.551
C -9.748 15.013 -23.870
C -10.893 14.011 -23.827
N -10.390 12.697 -23.416
C -11.414 11.746 -22.990
C -12.329 11.380 -24.142
O -13.043 10.213 -23.756
C -14.182 10.002 -24.556
H -8.266 16.585 -21.473
H -8.451 16.999 -23.158
H -7.290 15.664 -22.668
H -8.966 14.709 -24.572
H -10.177 15.953 -24.242
H -11.254 13.886 -24.853
H -11.731 14.387 -23.228
H -9.765 12.877 -22.636
H -11.968 12.075 -22.100
H -10.860 10.890 -22.596
H -11.841 11.221 -25.108
H -13.066 12.180 -24.298
H -14.703 10.952 -24.716
H -14.851 9.258 -24.127
H -13.932 9.593 -25.543
C -22.125 16.019 -32.085
O -21.592 15.749 -30.814
C -22.203 14.671 -30.121
C -21.175 13.957 -29.267
N -20.247 13.131 -30.062
C -20.719 11.798 -30.437
C -19.711 11.279 -31.449
O -19.692 12.058 -32.612
C -19.089 11.471 -33.758
H -21.589 15.472 -32.868
H -22.092 17.095 -32.251
H -23.180 15.732 -32.190
H -22.677 13.942 -30.782
H -22.923 15.125 -29.428
H -21.650 13.301 -28.531
H -20.543 14.632 -28.683
H -20.044 13.642 -30.915
H -21.740 11.779 -30.830
H -20.678 11.082 -29.608
H -20.054 10.254 -31.683
H -18.725 11.105 -31.006
H -19.205 12.214 -34.542
H -19.636 10.551 -33.978
H -18.031 11.257 -33.594
C -12.681 8.179 -27.282
O -13.838 7.382 -27.120
C -13.605 5.996 -27.175
C -14.924 5.275 -27.099
N -15.667 5.412 -28.341
C -17.034 4.879 -28.183
C -17.865 5.152 -29.427
O -17.994 6.504 -29.759
C -18.966 7.209 -28.995
H -12.998 9.215 -27.376
H -12.240 7.936 -28.254
H -11.985 8.049 -26.454
H -12.875 5.721 -26.399
H -13.119 5.765 -28.138
H -15.452 5.503 -26.162
H -14.688 4.212 -26.965
H -15.799 6.396 -28.560
H -17.504 5.405 -27.336
H -16.989 3.829 -27.890
H -18.819 4.617 -29.358
H -17.327 4.723 -30.278
H -18.796 8.258 -29.213
H -18.914 6.938 -27.938
H -19.963 6.876 -29.309
C -26.725 11.805 -31.100
O -26.592 12.462 -29.870
C -26.489 13.861 -29.934
C -26.183 14.484 -28.569
N -25.316 13.596 -27.829
C -25.180 13.938 -26.439
C -24.330 12.923 -25.676
O -24.936 11.630 -25.753
C -24.203 10.695 -24.993
H -26.782 10.732 -30.920
H -25.878 12.007 -31.766
H -27.670 12.098 -31.575
H -27.492 14.261 -30.142
H -25.804 14.175 -30.724
H -27.089 14.659 -27.964
H -25.793 15.493 -28.746
H -25.555 12.637 -28.033
H -26.119 13.933 -25.863
H -24.724 14.919 -26.300
H -24.236 13.235 -24.632
H -23.348 12.799 -26.149
H -24.327 10.863 -23.918
H -23.142 10.666 -25.266
H -24.642 9.719 -25.211
C -15.437 12.622 -27.562
O -16.372 11.660 -27.984
C -17.692 12.055 -28.271
C -18.479 12.728 -27.159
N -18.253 11.997 -25.906
C -18.918 12.679 -24.801
C -18.343 12.310 -23.453
O -16.941 12.225 -23.506
C -16.341 11.910 -22.276
H -14.653 12.019 -27.096
H -15.853 13.291 -26.803
H -14.902 13.228 -28.300
H -18.223 11.189 -28.659
H -17.648 12.843 -29.034
H -19.547 12.680 -27.372
H -18.225 13.792 -27.054
H -17.272 11.965 -25.649
H -20.005 12.536 -24.835
H -18.892 13.776 -24.933
H -18.775 11.338 -23.168
H -18.654 12.983 -22.645
H -15.268 11.881 -22.469
H -16.667 10.985 -21.797
H -16.465 12.743 -21.573
```

Results
LUMO energy in eV: 0.661
F_max in eV Å⁻¹: 2.0
Highest occupied orbital energy in eV: -8.45
Orbital gap in eV: 9.110
Structure (SMILES): COCCNCCOC.COCCNCCOC.COCCNCCOC.COCCNCCOC.COCCNCCOC.COCCNCCOC.COCCNCCOC.COCCNCCOC.COCCNCCOC

Formula: C39H30CaF6N6O10P
Source: the OMol25 dataset
Level of theory: ωB97M-V/def2-TZVPD

Geometry as XYZ:
```
93
Properties=species:S:1:pos:R:3
Ca -0.243 1.873 -1.504
O 3.529 3.783 -0.210
C 2.435 3.237 -0.164
N 1.428 3.314 -1.078
C 1.560 4.243 -2.074
O 2.263 5.242 -2.075
C 0.683 4.045 -3.304
C 0.966 4.801 -4.437
C 0.137 4.700 -5.538
C -0.970 3.866 -5.476
C -1.169 3.133 -4.319
N -0.355 3.213 -3.270
C 2.212 2.318 1.027
C 3.172 2.292 1.978
C 2.964 1.590 3.225
C 1.992 0.681 3.362
C 1.189 0.318 2.157
N 1.135 1.453 1.194
H 1.830 5.449 -4.429
H 0.343 5.273 -6.434
H -1.658 3.778 -6.305
H -2.018 2.470 -4.214
H 4.057 2.890 1.829
H 3.598 1.842 4.067
H 1.770 0.187 4.300
H 1.541 -0.614 1.709
O -0.379 -0.439 -7.019
C -0.276 -0.338 -5.810
C -1.391 -0.425 -4.812
O -2.487 -0.942 -4.996
C -0.876 0.193 -3.588
C 0.540 0.402 -3.723
O 1.242 0.911 -2.797
C 0.980 -0.047 -5.046
O 2.126 -0.161 -5.459
O -1.517 0.510 -2.538
C 1.826 -2.680 3.865
O 0.776 -2.702 2.925
C -0.210 -3.620 3.098
C -0.317 -4.428 4.221
C -1.279 -5.428 4.292
C -2.133 -5.635 3.225
C -2.057 -4.805 2.116
C -1.126 -3.773 2.035
N -1.105 -2.984 0.887
C -0.521 -1.708 0.721
N -0.974 -0.850 1.675
C -0.379 0.371 2.222
C -0.226 1.665 1.418
C -0.937 2.818 1.670
C -1.908 2.795 2.658
C -1.964 1.714 3.582
C -1.166 0.629 3.465
O -1.067 -0.396 4.373
C -2.050 -0.446 5.380
N 0.283 -1.433 -0.226
C 0.617 -2.477 -1.109
C -0.375 -3.111 -1.867
C -0.092 -4.151 -2.735
C 1.214 -4.592 -2.865
C 2.211 -3.979 -2.128
C 1.935 -2.935 -1.253
O 2.998 -2.479 -0.518
C 3.247 -1.069 -0.514
H 2.567 -1.983 3.481
H 2.287 -3.667 3.970
H 1.480 -2.330 4.843
H 0.368 -4.303 5.048
H -1.340 -6.047 5.178
H -2.863 -6.433 3.254
H -2.725 -4.958 1.277
H -1.232 -3.482 0.021
H -1.518 -1.328 2.374
H -0.696 3.738 1.155
H -2.542 3.655 2.812
H -2.623 1.822 4.434
H -1.866 -1.361 5.940
H -3.055 -0.474 4.947
H -1.983 0.411 6.058
H -1.392 -2.739 -1.802
H -0.891 -4.595 -3.316
H 1.461 -5.390 -3.555
H 3.243 -4.296 -2.215
H 4.330 -0.946 -0.567
H 2.877 -0.615 0.405
H 2.786 -0.581 -1.371
F -1.636 3.236 -0.930
P -3.202 3.794 -1.038
F -4.717 4.346 -1.113
F -2.723 4.853 -2.158
F -3.621 2.724 0.095
F -2.845 4.877 0.114
F -3.504 2.718 -2.184
```

Results
Charge: -2
LUMO energy (alpha / beta) in eV: 3.345 / 3.340
F_max in eV Å⁻¹: 3.2
Highest occupied orbital energy (alpha / beta) in eV: -1.68 / -1.68
Orbital gap (alpha / beta) in eV: 5.023 / 5.017
Spin multiplicity: 2

- Among the records above, which one has the highest F_max?
  C39H30CaF6N6O10P